Formula: C14H33N4O8PS2
Source: OMol25
Level of theory: wB97M-V/def2-TZVPD

Its SMILES is NCCC[C@@]1(O)OS(=O)(=O)O[C@H]1[PH2]=S.CN(C)C=O.CN(C)C=O.CN(C)C=O. The value obtained for the orbital gap is 9.3307 eV. Its multiplicity is 1. For the maximum force, the calculation gives 0.0094 hartree/bohr. The value obtained for the total energy is -68352.2325 eV. The value obtained for the LUMO energy is 0.4 eV. Its net charge is 0.

Bonds (Å) are listed after each position.
Geometry (Å):
1 N -1.7011 -2.1832 0.9263  C2 1.463, H15 1.013, H16 1.016
2 C -2.6891 -1.2524 0.3810  N1 1.463, C3 1.559, H17 1.091, H18 1.091
3 C -2.5303 -0.7591 -1.0898  C2 1.559, C4 1.527, H19 1.090, H20 1.090
4 C -1.1276 -0.9866 -1.6475  C3 1.527, C5 1.535, H21 1.089, H22 1.089
5 C -0.9397 -0.5741 -3.1138  C4 1.535, O6 1.400, O7 1.419, C12 1.571
6 O -0.7922 -1.6800 -3.9591  C5 1.400, H23 0.973
7 O -2.0956 0.0981 -3.5877  C5 1.419, S8 1.587
8 S -1.8085 1.0683 -4.8105  O7 1.587, O9 1.413, O10 1.417, O11 1.599
9 O -2.4449 2.3072 -4.5717  S8 1.413
10 O -1.9811 0.3756 -6.0344  S8 1.417
11 O -0.2414 1.2194 -4.5287  S8 1.599, C12 1.426
12 C 0.2097 0.4546 -3.4136  C5 1.571, O11 1.426, P13 1.846, H24 1.094
13 P 0.7136 1.6405 -2.0917  C12 1.846, S14 1.927, H25 1.405, H26 1.408
14 S -0.6184 2.8484 -1.3996  P13 1.927
15 H -1.6586 -3.0455 0.3974  N1 1.013
16 H -0.7899 -1.7354 0.9012  N1 1.016
17 H -3.6773 -1.7012 0.4946  C2 1.091
18 H -2.6783 -0.3755 1.0297  C2 1.091
19 H -3.2611 -1.2334 -1.7455  C3 1.090
20 H -2.7376 0.3105 -1.1278  C3 1.090
21 H -0.4126 -0.4747 -1.0050  C4 1.089
22 H -0.8777 -2.0456 -1.5954  C4 1.089
23 H -0.0123 -2.1861 -3.6735  O6 0.973
24 H 1.1013 -0.0903 -3.7372  C12 1.094
25 H 1.8201 2.2053 -2.7484  P13 1.405
26 H 1.3524 0.7819 -1.1773  P13 1.408
27 C -0.1530 2.8868 3.0492  N28 1.446, H32 1.093, H33 1.092, H34 1.089
28 N -0.0130 1.4857 2.7205  C27 1.446, C29 1.457, C30 1.338
29 C -0.3680 0.4817 3.7150  N28 1.457, H35 1.090, H36 1.091, H37 1.086
30 C 0.4079 1.0905 1.5130  N28 1.338, O31 1.227, H38 1.097
31 O 0.5058 -0.0856 1.1785  C30 1.227
32 H 0.4873 3.1587 3.8922  C27 1.093
33 H -1.1859 3.1238 3.3116  C27 1.092
34 H 0.1293 3.4887 2.1863  C27 1.089
35 H 0.4893 -0.1513 3.9443  C29 1.090
36 H -1.1658 -0.1625 3.3439  C29 1.091
37 H -0.6868 0.9871 4.6219  C29 1.086
38 H 0.6397 1.9234 0.8377  C30 1.097
39 C 1.5518 4.1870 7.8836  N40 1.446, H44 1.092, H45 1.092, H46 1.089
40 N 0.5128 3.1822 7.8646  C39 1.446, C41 1.453, C42 1.348
41 C -0.6109 3.2950 8.7791  N40 1.453, H47 1.090, H48 1.090, H49 1.088
42 C 0.5468 2.1281 7.0255  N40 1.348, O43 1.216, H50 1.104
43 O -0.3045 1.2614 6.9785  C42 1.216
44 H 2.0378 4.2344 8.8602  C39 1.092
45 H 1.1502 5.1751 7.6493  C39 1.092
46 H 2.3054 3.9363 7.1383  C39 1.089
47 H -0.6654 2.4250 9.4336  C41 1.090
48 H -1.5511 3.3583 8.2310  C41 1.090
49 H -0.4822 4.1922 9.3804  C41 1.088
50 H 1.4367 2.1226 6.3716  C42 1.104
51 C 2.5929 -4.4499 -7.6934  N52 1.445, H56 1.092, H57 1.092, H58 1.089
52 N 2.1752 -4.2696 -6.3221  C51 1.445, C53 1.451, C54 1.348
53 C 0.8360 -3.7979 -6.0233  N52 1.451, H59 1.088, H60 1.090, H61 1.087
54 C 2.9904 -4.5001 -5.2737  N52 1.348, O55 1.218, H62 1.102
55 O 2.6695 -4.3152 -4.1137  C54 1.218
56 H 2.5363 -3.5118 -8.2491  C51 1.092
57 H 1.9728 -5.1905 -8.2024  C51 1.092
58 H 3.6251 -4.7972 -7.7081  C51 1.089
59 H 0.8929 -2.8825 -5.4374  C53 1.088
60 H 0.2815 -4.5378 -5.4458  C53 1.090
61 H 0.3051 -3.5860 -6.9482  C53 1.087
62 H 3.9862 -4.8727 -5.5643  C54 1.102

natural (NBO) atomic charge list, values in e, 2 entries: number 1, N, carries -0.841; number 2, C, carries -0.216